Here is a 3-piece molecular cluster, C7H19IN3 overall from the Open Molecules 2025 dataset. Energies are from ωB97M-V/def2-TZVPD.

Last column: Löwdin spin population.
Geometry (Å):
C -1.10 -2.52 2.41  0.000
C -0.83 -1.85 0.16  0.000
C -4.62 -0.68 -0.76  0.025
C -3.15 0.66 -2.16  0.022
C 4.33 1.47 0.97  0.104
C 6.12 0.88 -0.47  0.061
C -3.53 1.07 0.27  0.501
N -1.61 -2.05 1.35  0.003
N -3.72 0.40 -0.84  0.279
N 4.95 1.77 -0.27  0.707
I -2.17 2.65 0.32  0.085
H -3.93 0.88 1.18  0.046
H -0.32 -3.18 2.40  0.000
H -1.78 -2.54 3.24  0.000
H 0.22 -2.37 0.21  0.000
H -1.36 -2.12 -0.75  0.000
H -0.63 -0.73 0.08  0.000
H -4.46 -1.46 -1.47  0.001
H -4.38 -1.05 0.29  0.007
H -5.64 -0.23 -0.86  0.012
H -3.39 -0.14 -2.83  0.001
H -3.72 1.42 -2.67  0.011
H -1.99 0.83 -2.14  0.007
H 3.59 2.11 1.45  0.002
H 3.94 0.51 0.98  0.020
H 5.07 1.40 1.75  0.053
H 6.16 0.68 -1.51  0.011
H 6.93 1.39 -0.03  0.027
H 5.96 -0.01 0.17  0.002
H 5.08 2.82 -0.47  0.013

LUMO level (spin up / spin down) ... -3.55 / -8.36 eV
Multiplicity ... 3
⟨S²⟩ ... 2.01
Kohn-Sham gap (spin up / spin down) ... 3.73 / 2.38 eV
Relative energy (zero: lowest compared OMol25 entry of this formula, charge and spin) ... 1.4941 eV
Highest occupied orbital energy (spin up / spin down) ... -7.283 / -10.744 eV
Charge ... +1
Strongest force on any atom ... 0.0773 hartree/bohr



Here is a 2-piece molecular cluster, CH2Br4P2S2 overall from the Open Molecules 2025 dataset. Energies are from ωB97M-V/def2-TZVPD.

Last column: Löwdin charge in e.
Geometry (Å):
C 0.72 0.76 0.03  -0.384
P 0.91 0.28 -1.65  -0.522
P -1.06 -0.77 1.54  -0.453
S 2.28 1.37 -2.54  0.182
S -0.67 -2.62 1.94  0.110
Br 1.31 -1.90 -1.58  0.302
Br -1.12 0.41 -2.52  0.292
Br -1.12 0.57 3.32  0.216
Br -3.08 -0.44 0.64  0.203
H 0.22 1.72 0.16  0.025
H 1.60 0.62 0.65  0.029

LUMO level (spin up / spin down) ... -2.31 / -2.79 eV
Kohn-Sham gap (spin up / spin down) ... 6.78 / 6.37 eV
Relative energy (zero: lowest compared OMol25 entry of this formula, charge and spin) ... 1.5168 eV
Highest occupied orbital energy (spin up / spin down) ... -9.090 / -9.159 eV
Charge ... 0
Strongest force on any atom ... 0.0331 hartree/bohr



Here is a 2-piece molecular cluster, C32H52F3N3O6S2 overall from the Open Molecules 2025 dataset. Energies are from ωB97M-V/def2-TZVPD.

Last column: Löwdin charge in e.
Geometry (Å):
C -3.49 1.52 2.46  -0.078
C -2.40 1.18 1.45  -0.254
N -2.31 2.14 0.35  -0.016
C -1.02 2.54 -0.12  -0.120
C -0.09 3.24 0.68  -0.109
C -0.40 3.52 2.12  -0.115
C 0.42 2.68 3.16  -0.175
C 1.43 1.68 2.61  -0.191
C 2.16 0.92 3.75  -0.185
C 1.87 -0.59 3.85  -0.202
C 2.64 -1.44 2.82  -0.196
C 2.02 -1.68 1.44  -0.208
C 0.54 -2.05 1.44  -0.210
C 0.25 -3.39 2.15  -0.193
C -0.63 -4.34 1.32  -0.191
C -2.08 -3.83 1.19  -0.163
C -2.46 -3.40 -0.21  -0.255
O -2.35 -4.52 -1.07  -0.215
C -2.56 -4.16 -2.42  -0.110
C 1.12 3.71 0.12  -0.178
C 2.06 4.58 0.89  -0.413
S 1.99 6.34 0.43  0.901
C 0.23 6.71 0.25  -0.534
C -0.42 6.28 -1.07  -0.141
C 1.39 3.32 -1.18  -0.048
C 0.50 2.60 -1.97  -0.021
C -0.76 2.24 -1.49  -0.128
N -1.70 1.58 -2.24  0.052
C -2.14 2.13 -3.53  -0.236
C -2.37 1.05 -4.57  -0.090
C 1.09 2.32 -3.28  -0.364
O 0.68 1.70 -4.20  0.153
N 2.40 2.97 -3.27  -0.024
S 3.64 2.29 -4.15  0.753
O 3.20 2.06 -5.48  -0.218
O 4.85 2.96 -3.84  -0.219
C 3.76 0.60 -3.32  -0.630
F 5.02 0.37 -2.97  0.156
F 2.99 0.57 -2.22  0.143
F 3.35 -0.35 -4.15  0.159
C 2.63 3.56 -1.96  -0.343
O 3.63 4.11 -1.63  0.158
H -4.48 1.21 2.12  0.074
H -3.28 1.05 3.42  0.077
H -3.54 2.60 2.64  0.069
H -1.44 1.09 1.97  0.089
H -2.62 0.20 1.04  0.106
H -2.85 2.97 0.58  0.120
H -1.47 3.38 2.30  0.089
H -0.21 4.57 2.33  0.102
H 1.00 3.38 3.77  0.111
H -0.28 2.20 3.85  0.112
H 2.17 2.22 2.02  0.101
H 0.98 0.96 1.91  0.097
H 1.86 1.38 4.69  0.104
H 3.24 1.05 3.64  0.107
H 2.20 -0.91 4.84  0.107
H 0.79 -0.77 3.82  0.101
H 2.91 -2.40 3.26  0.102
H 3.60 -0.92 2.66  0.107
H 2.20 -0.83 0.77  0.098
H 2.55 -2.53 0.99  0.113
H -0.04 -1.24 1.90  0.081
H 0.21 -2.11 0.39  0.102
H -0.28 -3.19 3.09  0.110
H 1.19 -3.88 2.42  0.109
H -0.20 -4.45 0.33  0.095
H -0.63 -5.31 1.81  0.107
H -2.28 -3.01 1.88  0.110
H -2.76 -4.64 1.47  0.114
H -3.50 -3.03 -0.22  0.123
H -1.83 -2.58 -0.57  0.114
H -3.56 -3.74 -2.57  0.088
H -1.81 -3.44 -2.76  0.091
H -2.47 -5.06 -3.03  0.087
H 3.09 4.32 0.65  0.076
H 1.93 4.46 1.97  0.065
H -0.34 6.34 1.11  0.058
H 0.20 7.80 0.33  0.061
H -1.15 7.04 -1.39  0.070
H 0.32 6.18 -1.86  0.068
H -0.97 5.34 -0.97  0.054
H -2.50 1.41 -1.63  0.111
H -1.39 2.83 -3.89  0.103
H -3.07 2.67 -3.36  0.116
H -2.49 1.47 -5.57  0.076
H -1.51 0.38 -4.60  0.066
H -3.25 0.45 -4.32  0.067
C 0.08 -6.83 -1.21  -0.026
C 0.12 -7.80 -0.06  -0.505
O 0.90 -7.68 0.86  0.063
C -0.87 -8.94 -0.11  -0.023
H 0.83 -6.06 -1.05  0.081
H 0.27 -7.34 -2.15  0.088
H -0.91 -6.36 -1.25  0.064
H -0.72 -9.53 -1.01  0.083
H -1.89 -8.54 -0.13  0.084
H -0.75 -9.57 0.77  0.080

LUMO level ... -0.70 eV
Kohn-Sham gap ... 7.82 eV
Highest occupied orbital energy ... -8.525 eV
Charge ... 0
Strongest force on any atom ... 0.0103 hartree/bohr
SMILES string ... CCNc1c(CCCCCCCCCCCCOC)c(CSCC)c2c(c1NCC)C(=O)N(S(=O)(=O)C(F)(F)F)C2=O.CC(C)=O



Here is a 6-piece molecular cluster, C12H36O6 overall from the Open Molecules 2025 dataset. Energies are from ωB97M-V/def2-TZVPD.

Last column: Löwdin charge in e.
Geometry (Å):
C -4.52 3.18 -4.06  -0.074
C -4.95 2.52 -2.68  -0.322
O -6.28 2.12 -2.72  -0.074
H -4.67 4.26 -3.98  0.061
H -5.09 2.80 -4.90  0.065
H -3.50 2.95 -4.36  0.058
H -4.76 3.19 -1.84  0.103
H -4.29 1.66 -2.57  0.098
H -6.27 1.16 -2.70  0.084
C -6.77 -1.71 1.86  -0.079
C -5.25 -1.43 1.86  -0.321
O -4.58 -2.48 1.16  -0.094
H -7.24 -0.83 2.30  0.070
H -6.95 -2.65 2.38  0.073
H -7.26 -1.85 0.90  0.069
H -4.90 -1.39 2.89  0.102
H -4.77 -0.54 1.47  0.105
H -4.38 -3.11 1.85  0.076
C -0.65 -4.75 -4.01  -0.075
C -0.69 -3.43 -3.18  -0.322
O 0.53 -3.41 -2.47  -0.084
H -1.08 -5.53 -3.38  0.066
H 0.30 -5.03 -4.48  0.074
H -1.37 -4.75 -4.82  0.059
H -1.53 -3.37 -2.49  0.103
H -0.74 -2.51 -3.76  0.102
H 0.50 -2.51 -2.12  0.074
C 3.00 -0.85 3.77  -0.105
C 3.86 -0.33 4.95  -0.266
O 3.19 -0.74 6.21  -0.097
H 3.03 -1.94 3.81  0.069
H 3.38 -0.57 2.79  0.064
H 1.97 -0.49 3.76  0.063
H 3.98 0.74 4.76  0.097
H 4.83 -0.82 4.85  0.105
H 2.41 -0.22 6.38  0.070
C 0.59 2.27 -0.31  -0.075
C -0.47 1.41 0.47  -0.317
O -0.31 0.03 0.21  -0.078
H 0.24 2.26 -1.34  0.064
H 1.60 1.87 -0.38  0.064
H 0.73 3.26 0.14  0.068
H -1.45 1.79 0.20  0.100
H -0.33 1.62 1.53  0.096
H -1.01 -0.48 0.61  0.079
C 7.19 2.48 -0.18  -0.106
C 8.30 1.94 0.58  -0.359
O 9.06 1.01 -0.19  -0.079
H 6.63 3.13 0.49  0.077
H 6.44 1.71 -0.37  0.082
H 7.42 3.03 -1.09  0.084
H 7.99 1.31 1.41  0.111
H 8.96 2.65 1.08  0.115
H 9.94 1.37 -0.28  0.076

LUMO level ... 0.23 eV
Kohn-Sham gap ... 10.25 eV
Relative energy (zero: lowest compared OMol25 entry of this formula, charge and spin) ... 3.9972 eV
Highest occupied orbital energy ... -10.021 eV
Charge ... 0
Strongest force on any atom ... 0.0545 hartree/bohr
SMILES string ... CCO.CCO.CCO.CCO.CCO.CCO



Here is a 2-piece molecular cluster, C4H11S2 overall from the Open Molecules 2025 dataset. Energies are from ωB97M-V/def2-TZVPD.

Last column: Löwdin charge in e.
Geometry (Å):
C -0.72 -1.55 1.24  -0.457
S -2.02 -0.36 1.54  0.672
C -1.05 0.95 2.07  -0.551
H -0.85 -2.19 0.35  0.033
H -0.74 -2.19 2.18  0.041
H 0.10 -0.80 1.11  -0.054
H -0.17 0.78 2.77  0.063
H -0.49 1.37 1.23  -0.004
H -1.67 1.75 2.62  0.053
C 1.10 0.51 -2.62  -0.277
C 0.80 0.01 -1.18  -0.917
S 2.15 0.28 -0.04  0.148
H 1.98 0.01 -3.18  0.063
H 1.11 1.67 -2.54  0.069
H 0.25 0.33 -3.41  0.056
H 0.43 -1.02 -1.24  0.016
H -0.22 0.44 -0.89  0.045

LUMO level ... 3.24 eV
Kohn-Sham gap ... 5.82 eV
Relative energy (zero: lowest compared OMol25 entry of this formula, charge and spin) ... 1.3294 eV
Highest occupied orbital energy ... -2.582 eV
Charge ... -1
Strongest force on any atom ... 0.0776 hartree/bohr



Here is C30H42N5O3PS2Tc as an isolated structure from the Open Molecules 2025 dataset. Energies are from ωB97M-V/def2-TZVPD.

Last column: Löwdin spin population.
Geometry (Å):
Tc 0.06 0.22 0.28  1.354
N 3.88 0.51 1.90  0.085
C 4.86 0.40 0.89  0.000
C 6.16 0.08 1.24  0.012
C 7.13 -0.06 0.26  -0.003
C 6.79 0.09 -1.08  0.013
C 5.48 0.40 -1.43  -0.002
C 4.53 0.56 -0.45  0.010
S 2.89 1.07 -0.88  -0.002
N 1.99 0.55 0.49  -0.023
C 2.55 0.40 1.68  0.096
C 1.62 0.05 2.73  0.040
C 1.92 -0.07 4.08  0.012
C 0.93 -0.43 4.98  0.035
C -0.35 -0.66 4.50  0.009
C -0.60 -0.52 3.15  0.031
N 0.35 -0.17 2.27  0.024
H 4.20 0.37 2.84  0.002
H 6.42 -0.06 2.29  0.000
H 8.14 -0.30 0.54  0.000
H 7.54 -0.02 -1.85  0.001
H 5.21 0.52 -2.47  0.000
H 2.93 0.12 4.44  0.001
H 1.16 -0.52 6.03  0.001
H -1.15 -0.95 5.17  0.000
H -1.59 -0.68 2.75  0.001
C -1.36 2.81 -2.87  0.005
C -1.49 3.91 -1.81  0.007
C -2.62 4.87 -2.15  0.002
C -0.17 4.68 -1.78  0.000
P -1.74 3.08 -0.11  0.046
N -0.84 1.72 -0.10  0.157
C -3.52 2.49 0.17  0.004
C -4.45 3.67 0.46  0.001
C -3.97 1.77 -1.11  0.001
C -3.59 1.47 1.31  0.002
C -1.08 4.14 1.33  0.006
C -1.48 3.44 2.64  0.000
C -1.67 5.55 1.32  0.002
C 0.46 4.19 1.26  0.000
H -1.03 3.27 -3.80  0.000
H -2.31 2.31 -3.08  0.000
H -0.63 2.06 -2.58  0.005
H -2.37 5.36 -3.10  0.001
H -2.74 5.66 -1.40  0.000
H -3.58 4.38 -2.29  0.000
H 0.02 5.05 -2.79  0.000
H 0.67 4.03 -1.51  0.000
H -0.20 5.54 -1.12  0.000
H -4.37 4.46 -0.28  0.000
H -4.25 4.09 1.45  0.000
H -5.48 3.32 0.46  0.000
H -4.04 2.43 -1.97  0.000
H -4.97 1.35 -0.95  0.000
H -3.28 0.95 -1.35  0.001
H -3.50 1.92 2.29  0.000
H -2.82 0.70 1.19  0.001
H -4.57 0.99 1.27  0.000
H -2.55 3.52 2.83  0.000
H -0.96 3.93 3.46  0.000
H -1.18 2.39 2.63  0.000
H -2.75 5.54 1.46  0.000
H -1.44 6.10 0.41  0.000
H -1.23 6.10 2.16  0.001
H 0.88 3.23 0.93  0.001
H 0.84 4.40 2.25  0.000
H 0.81 4.98 0.60  0.000
N -1.25 -1.61 -0.49  0.056
C -2.09 -2.32 0.44  0.046
C -1.49 -3.13 1.40  0.006
C -2.28 -3.79 2.32  0.053
C -3.65 -3.57 2.28  0.187
C -4.27 -2.82 1.31  0.056
C -3.47 -2.17 0.38  0.006
S -4.71 -4.39 3.61  0.064
O -4.89 -5.55 2.74  0.529
O -3.82 -4.54 4.72  0.019
O -5.83 -3.51 3.75  0.019
H -0.52 -2.24 -0.84  0.009
H -1.79 -1.30 -1.29  0.003
H -0.42 -3.26 1.42  0.001
H -1.87 -4.44 3.08  0.002
H -5.35 -2.72 1.30  0.002
H -3.92 -1.56 -0.39  0.000

LUMO level (spin up / spin down) ... -6.56 / -8.44 eV
Multiplicity ... 4
⟨S²⟩ ... 3.80
Kohn-Sham gap (spin up / spin down) ... 5.95 / 4.93 eV
Relative energy (zero: lowest compared OMol25 entry of this formula, charge and spin) ... 0.5048 eV
Highest occupied orbital energy (spin up / spin down) ... -12.507 / -13.372 eV
Charge ... +2
Strongest force on any atom ... 0.0687 hartree/bohr



Number 1: calculated total energy -20124.3373 eV. Number 2: calculated total energy -321488.7147 eV. Number 3: calculated total energy -80605.5804 eV. Number 4: calculated total energy -25309.2041 eV. Number 5: calculated total energy -25996.5079 eV. Number 6: calculated total energy -78526.0620 eV.